{
  "formula": "C58H170N27O11P9S",
  "method": "the ωB97M-V functional and the def2-TZVPD basis",
  "homo_ev": -8.1,
  "orbital_gap_ha": 0.3039,
  "de_lowest_kj_mol": 0.00,
  "e_lumo_ev": 0.21,
  "smiles": "CN(C)P(=O)(N(C)C)N(C)C.CN(C)P(=O)(N(C)C)N(C)C.CN(C)P(=O)(N(C)C)N(C)C.CN(C)P(=O)(N(C)C)N(C)C.CN(C)P(=O)(N(C)C)N(C)C.CN(C)P(=O)(N(C)C)N(C)C.CN(C)P(=O)(N(C)C)N(C)C.CN(C)P(=O)(N(C)C)N(C)C.CN(C)P(=O)(N(C)C)N(C)C.O=S1(=O)CCCC1",
  "symbols": ["C", "N", "C", "P", "O", "N", "C", "C", "N", "C", "C", "H", "H", "H", "H", "H", "H", "H", "H", "H", "H", "H", "H", "H", "H", "H", "H", "H", "H", "C", "N", "C", "P", "O", "N", "C", "C", "N", "C", "C", "H", "H", "H", "H", "H", "H", "H", "H", "H", "H", "H", "H", "H", "H", "H", "H", "H", "H", "C", "N", "C", "P", "O", "N", "C", "C", "N", "C", "C", "H", "H", "H", "H", "H", "H", "H", "H", "H", "H", "H", "H", "H", "H", "H", "H", "H", "H", "C", "N", "C", "P", "O", "N", "C", "C", "N", "C", "C", "H", "H", "H", "H", "H", "H", "H", "H", "H", "H", "H", "H", "H", "H", "H", "H", "H", "H", "C", "N", "C", "P", "O", "N", "C", "C", "N", "C", "C", "H", "H", "H", "H", "H", "H", "H", "H", "H", "H", "H", "H", "H", "H", "H", "H", "H", "H", "C", "N", "C", "P", "O", "N", "C", "C", "N", "C", "C", "H", "H", "H", "H", "H", "H", "H", "H", "H", "H", "H", "H", "H", "H", "H", "H", "H", "H", "C", "N", "C", "P", "O", "N", "C", "C", "N", "C", "C", "H", "H", "H", "H", "H", "H", "H", "H", "H", "H", "H", "H", "H", "H", "H", "H", "H", "H", "C", "N", "C", "P", "O", "N", "C", "C", "N", "C", "C", "H", "H", "H", "H", "H", "H", "H", "H", "H", "H", "H", "H", "H", "H", "H", "H", "H", "H", "C", "N", "C", "P", "O", "N", "C", "C", "N", "C", "C", "H", "H", "H", "H", "H", "H", "H", "H", "H", "H", "H", "H", "H", "H", "H", "H", "H", "H", "O", "S", "O", "C", "C", "C", "C", "H", "H", "H", "H", "H", "H", "H", "H"],
  "coordinates": [[-7.2687, -0.7280, -4.3920], [-6.6113, -0.7519, -3.1266], [-7.3179, -0.1887, -1.9978], [-5.5359, -2.0187, -2.7420], [-6.1163, -3.1904, -2.1211], [-4.8221, -2.5520, -4.1427], [-3.6688, -1.8678, -4.7366], [-5.0434, -3.9596, -4.6181], [-4.5243, -1.2056, -1.7067], [-3.7460, -2.0734, -0.8424], [-3.9917, 0.1324, -1.8241], [-8.2609, -1.1871, -4.3338], [-6.6950, -1.3518, -5.1340], [-7.3170, 0.2525, -4.7872], [-6.8247, 0.7226, -1.6568], [-7.4419, -0.8791, -1.1505], [-8.3262, 0.0171, -2.3384], [-3.7260, -1.7241, -5.8234], [-3.6444, -0.8980, -4.3057], [-2.7040, -2.4195, -4.5198], [-5.6673, -4.0562, -5.5312], [-4.0467, -4.3479, -4.8528], [-5.4645, -4.5533, -3.8340], [-4.1890, -3.0462, -0.7349], [-2.6765, -2.1574, -1.0855], [-3.8198, -1.6004, 0.1171], [-4.6296, 0.7141, -2.4907], [-2.9165, 0.1650, -2.0911], [-3.9670, 0.6294, -0.8026], [5.1982, -6.3082, -1.7148], [4.4379, -6.1282, -0.4257], [4.6470, -7.2476, 0.4880], [4.3234, -4.5196, -0.0003], [3.9434, -3.6511, -1.1477], [3.3110, -4.6618, 1.3080], [2.0572, -5.4960, 1.3123], [3.3228, -3.6593, 2.3545], [5.7594, -4.0570, 0.6157], [6.4368, -2.8138, 0.2763], [6.5076, -4.7387, 1.6260], [6.2716, -6.1314, -1.6100], [4.8197, -5.5277, -2.4379], [5.0360, -7.2841, -2.1087], [4.1716, -8.1914, 0.1508], [4.2771, -6.9907, 1.5020], [5.7159, -7.3976, 0.5886], [2.0654, -6.1188, 2.2265], [1.2645, -4.7477, 1.3502], [2.0912, -6.0369, 0.4159], [3.9577, -2.8376, 1.9661], [2.3248, -3.3047, 2.5941], [3.7837, -4.0998, 3.2784], [6.0691, -2.4797, -0.7049], [6.2616, -2.0308, 1.0683], [7.4932, -2.8849, 0.0963], [5.8991, -5.2170, 2.3605], [7.1607, -3.9412, 2.1500], [7.2151, -5.5591, 1.2432], [-1.5751, -7.5819, 3.6521], [-1.6989, -6.3915, 2.7846], [-1.1339, -6.6565, 1.4433], [-1.5385, -4.8391, 3.4357], [-0.5119, -4.1037, 2.6219], [-3.1003, -4.2427, 3.5026], [-4.2679, -4.7930, 2.7762], [-3.3848, -2.8560, 3.9378], [-1.0966, -4.7641, 5.0179], [0.3103, -5.0457, 5.3196], [-1.9272, -5.2650, 6.0916], [-2.1472, -7.5204, 4.5530], [-0.5328, -7.7578, 3.9350], [-1.9661, -8.3759, 3.0060], [-1.4599, -7.7020, 1.2040], [-0.0351, -6.6007, 1.4343], [-1.5967, -5.9835, 0.6925], [-4.1085, -5.8650, 2.7494], [-5.1909, -4.6333, 3.4217], [-4.4071, -4.2980, 1.7738], [-4.2427, -2.9017, 4.6131], [-2.5157, -2.5058, 4.4593], [-3.6472, -2.2616, 3.0931], [0.4502, -6.1054, 5.4739], [0.9368, -4.6207, 4.5213], [0.5025, -4.6373, 6.3100], [-2.9727, -4.9245, 6.0677], [-1.4908, -4.7426, 6.9808], [-1.8008, -6.3510, 6.2958], [-7.6008, 5.1632, 0.9743], [-6.4499, 4.4933, 0.3413], [-6.4377, 3.0739, 0.3680], [-5.0907, 5.3724, 0.0184], [-5.3961, 6.8153, -0.2216], [-4.1047, 5.1457, 1.3532], [-2.8621, 5.8910, 1.2895], [-4.8364, 5.2010, 2.6125], [-4.2466, 4.6937, -1.2243], [-3.0409, 3.8397, -1.0090], [-4.3310, 5.3593, -2.5713], [-7.5270, 6.2294, 0.7045], [-7.5440, 5.1930, 2.0566], [-8.5530, 4.7976, 0.5917], [-6.7670, 2.5955, -0.5084], [-7.2315, 2.7971, 1.0677], [-5.4609, 2.7200, 0.6335], [-2.4474, 5.8141, 0.2490], [-2.9007, 6.9564, 1.4771], [-2.1198, 5.3760, 1.9059], [-4.1223, 5.1332, 3.4690], [-5.4184, 6.0984, 2.8121], [-5.5433, 4.3860, 2.6779], [-2.7963, 3.5327, 0.0449], [-2.9687, 2.9491, -1.6190], [-2.1602, 4.4359, -1.2379], [-4.2685, 6.4203, -2.4063], [-5.2103, 5.1283, -3.1638], [-3.4914, 4.9933, -3.1404], [-0.2430, 8.7488, -0.5955], [1.0314, 7.9607, -0.7457], [1.3296, 7.5336, -2.1328], [1.7533, 7.1711, 0.4747], [1.3799, 5.7969, 0.7918], [3.3645, 7.2657, -0.0267], [4.3881, 6.2645, 0.4099], [3.9837, 8.3556, -0.6932], [1.4273, 8.1663, 1.7201], [1.7846, 9.5798, 1.8051], [0.5996, 7.7048, 2.7845], [-0.6572, 9.0127, -1.5566], [-0.0841, 9.6794, 0.0112], [-1.0422, 8.1096, -0.1737], [2.0171, 8.2232, -2.6415], [0.3960, 7.4083, -2.7092], [1.8083, 6.5779, -2.0482], [5.1638, 6.7382, 0.9657], [3.8682, 5.4849, 0.9909], [4.7772, 5.8246, -0.5316], [4.6867, 8.9412, -0.0508], [4.5671, 7.9458, -1.5014], [3.3177, 9.0706, -1.0920], [2.5916, 9.7770, 2.6025], [2.1702, 9.8646, 0.8420], [0.8688, 10.1862, 2.0894], [0.3784, 6.6533, 2.6423], [-0.2961, 8.3066, 2.8030], [1.1764, 7.8299, 3.6998], [-0.6328, 1.9162, 7.6504], [-1.2844, 1.1154, 6.6362], [-0.6269, -0.2127, 6.5050], [-2.4224, 1.4644, 5.5009], [-2.9862, 0.2701, 4.9358], [-3.5091, 2.4426, 6.2569], [-4.2649, 1.9321, 7.3787], [-3.2547, 3.8809, 6.3300], [-1.7053, 2.3809, 4.3470], [-0.4973, 3.0605, 4.5785], [-2.4241, 2.5391, 3.1205], [-0.9018, 2.9699, 7.5826], [0.4640, 1.8138, 7.5392], [-0.9058, 1.6009, 8.6966], [-1.0514, -0.8301, 5.7085], [-0.7174, -0.8774, 7.4799], [0.4418, 0.0249, 6.3722], [-3.6939, 2.0411, 8.2697], [-5.1121, 2.5585, 7.4427], [-4.5664, 0.8871, 7.2358], [-2.5018, 4.2087, 7.0497], [-2.9464, 4.2483, 5.3828], [-4.2069, 4.4096, 6.5481], [0.2348, 2.4593, 5.1571], [-0.0179, 3.1962, 3.5830], [-0.5914, 4.0360, 5.0735], [-1.7483, 2.2606, 2.2899], [-2.8018, 3.5544, 3.0079], [-3.3084, 1.8251, 3.1207], [1.2900, -3.4962, -3.5042], [0.8707, -4.8698, -3.2659], [0.5053, -5.3052, -1.8271], [0.3369, -5.6723, -4.5454], [-0.9029, -5.1928, -5.2722], [1.6835, -5.7485, -5.5561], [1.4108, -6.4756, -6.7873], [3.0545, -5.3030, -5.3357], [0.1752, -7.1763, -3.8746], [-1.2013, -7.6076, -3.7128], [1.2824, -8.1536, -3.8187], [2.2583, -3.2191, -2.9667], [0.4791, -2.7264, -3.2478], [1.3462, -3.3670, -4.5427], [1.1165, -4.6554, -1.1409], [0.8740, -6.2688, -1.5253], [-0.5394, -5.1389, -1.5174], [0.3452, -6.7434, -6.8181], [1.5625, -5.9026, -7.7226], [1.9275, -7.4154, -6.9516], [3.2706, -4.9678, -4.2785], [3.7846, -6.0558, -5.6323], [3.3226, -4.4198, -5.9308], [-1.3518, -8.4804, -4.3854], [-1.4695, -7.9671, -2.7092], [-1.9071, -6.7979, -3.9665], [2.2086, -7.6857, -3.5237], [1.3899, -8.6185, -4.7868], [1.1594, -8.9404, -3.0658], [-0.1245, 1.5025, -3.7461], [0.5316, 2.2201, -4.8311], [-0.3707, 2.6748, -5.8418], [2.1637, 2.2986, -4.9723], [2.6527, 3.5152, -5.6242], [2.7545, 2.0618, -3.4684], [4.0539, 1.5659, -3.2429], [2.3659, 3.1846, -2.6009], [2.7657, 0.8591, -5.6614], [2.3466, -0.4015, -5.0386], [4.0661, 0.7958, -6.4798], [-0.6476, 0.5945, -4.1829], [-0.7372, 2.1491, -3.1643], [0.5793, 1.2814, -2.9737], [0.0346, 3.5169, -6.3349], [-1.3832, 2.9721, -5.5797], [-0.5471, 1.8978, -6.6183], [4.2633, 1.8017, -2.2075], [4.1843, 0.4908, -3.3397], [4.8533, 2.0564, -3.8541], [3.0058, 4.0672, -2.8412], [1.3475, 3.4503, -2.7467], [2.4607, 2.9186, -1.5195], [2.4390, -1.2446, -5.7746], [3.0366, -0.7264, -4.1854], [1.3393, -0.3136, -4.6933], [3.7939, 0.2465, -7.3632], [4.8190, 0.2578, -5.8395], [4.3147, 1.8501, -6.7292], [-1.6801, -0.7504, 2.1292], [-0.3308, -0.2155, 1.9451], [0.5901, -0.3710, 3.0763], [0.0766, 0.4303, 0.5544], [-1.0875, 0.5758, -0.3236], [0.8650, 1.8425, 0.7926], [2.1792, 1.9961, 1.3875], [0.2827, 3.1248, 0.5469], [1.2734, -0.6086, 0.0342], [0.8993, -2.0530, 0.0295], [2.1090, -0.3067, -1.1366], [-1.6845, -1.8333, 2.0059], [-2.3667, -0.2969, 1.4584], [-2.0153, -0.5258, 3.1766], [0.4334, -1.3531, 3.5288], [0.3573, 0.4743, 3.7810], [1.6263, -0.2844, 2.7724], [2.0999, 2.3444, 2.4108], [2.7654, 1.0881, 1.3133], [2.7404, 2.6682, 0.7604], [0.0980, 3.6592, 1.4804], [0.9973, 3.7122, -0.0705], [-0.6540, 2.9629, 0.0289], [1.7777, -2.6637, -0.2118], [0.4629, -2.4465, 0.9576], [0.1197, -2.1863, -0.7957], [3.0280, -0.8963, -1.0859], [2.2123, 0.7590, -1.3236], [1.6003, -0.6584, -2.0361], [7.3284, 3.0863, -2.2599], [7.9587, 2.2695, -1.2464], [9.4114, 2.0099, -1.3649], [7.6854, 2.9587, 0.3779], [6.2609, 2.5956, 0.6753], [6.2279, 1.0450, 0.3815], [6.9647, 0.8159, -0.8981], [7.7365, 4.0649, 0.2815], [8.4772, 2.5857, 1.0379], [6.0951, 2.7502, 1.7540], [5.5769, 3.2182, 0.0319], [5.2791, 0.5207, 0.4500], [6.8298, 0.6281, 1.1742], [6.4719, 0.7238, -1.8434], [7.5273, -0.0838, -0.9145]],
  "forces_ev_per_angstrom": [[0.300, -1.936, -0.944], [1.773, -1.278, 0.413], [-0.323, -0.042, 0.116], [-0.090, 1.871, -1.127], [-1.124, -1.500, 1.335], [0.260, -0.536, -0.943], [0.334, -1.175, 0.122], [0.773, 1.034, -0.329], [0.363, -0.847, -0.733], [0.283, 0.498, 0.485], [0.317, 0.685, 1.159], [-0.193, 0.206, -0.085], [-0.448, 0.647, 0.763], [-0.291, 1.173, -0.409], [-0.201, 0.093, 0.140], [0.341, 0.041, -0.246], [-0.262, 0.407, 0.084], [-0.268, -0.262, 0.121], [0.382, 0.989, 0.391], [-0.921, 0.541, -0.174], [0.229, 0.418, 0.453], [-0.116, -0.129, -0.062], [-0.316, -0.174, 0.418], [-0.232, -0.403, -0.270], [-0.199, 0.124, -0.266], [0.342, 0.117, 0.944], [0.252, 0.050, -0.047], [-0.481, -0.160, -0.337], [-0.323, -0.493, -0.916], [-1.058, 2.011, 0.205], [0.504, -0.523, -1.682], [-0.184, 0.517, 0.710], [-1.330, -0.844, -0.055], [0.210, -0.273, 0.504], [-0.640, -0.538, 0.032], [1.753, 2.148, 1.161], [1.386, -0.107, 0.065], [1.786, 1.154, 0.100], [-1.480, 1.210, -0.828], [2.286, -0.189, 0.595], [0.111, -0.117, 0.271], [0.349, -0.988, 0.682], [-0.225, -0.784, -0.265], [0.148, 0.630, -0.011], [0.038, -0.210, -0.655], [0.348, -0.443, 0.092], [-0.193, 0.087, -0.466], [-0.479, -0.638, 0.002], [-0.403, -1.121, -1.021], [-0.431, -0.074, 0.767], [-0.167, 0.144, -0.122], [-0.335, 0.559, -0.485], [-0.313, 0.250, 0.486], [0.156, -0.552, -0.720], [0.671, -0.649, 0.358], [-0.630, -0.256, 0.606], [-0.986, -1.490, -0.556], [-0.810, 1.202, 0.217], [0.139, 0.504, -1.300], [0.250, 0.074, 0.750], [-0.886, -0.371, 0.110], [-0.305, 0.893, -1.977], [-0.727, -0.175, 0.522], [-0.542, 0.029, -0.414], [0.008, 0.372, 0.788], [0.245, -1.791, 0.519], [0.137, -0.973, 0.143], [-0.392, 0.602, -0.107], [0.409, 0.887, 1.692], [-0.559, 0.169, 0.404], [0.050, -0.299, -0.118], [0.236, -0.338, 0.667], [0.399, 0.861, -0.080], [-0.460, 0.009, -0.159], [0.537, -0.281, 0.451], [-0.211, -0.108, -0.686], [1.018, 0.035, -0.846], [0.037, -0.672, 0.875], [0.071, 0.191, 0.108], [0.232, 0.658, 0.186], [-0.035, 0.692, -0.546], [0.311, -0.643, -0.385], [-0.068, -0.273, 0.517], [0.369, 0.514, -0.094], [0.362, -0.458, -0.468], [-0.534, -0.564, -0.224], [-0.340, 0.495, -0.285], [0.783, 1.290, -0.959], [-0.683, 1.450, -0.118], [-0.735, -0.100, 1.289], [-0.098, 1.467, -0.240], [-0.111, -0.832, -0.012], [-0.495, 0.129, 0.074], [1.054, -0.736, -1.258], [0.824, -0.025, 1.067], [0.549, -1.022, -0.349], [0.488, 0.542, 0.731], [0.343, -0.724, 1.160], [-0.159, -0.367, -0.131], [-0.209, -0.645, 0.379], [0.079, -0.244, 0.159], [-0.111, -0.362, -1.710], [0.559, -0.439, 0.527], [0.411, -0.625, 0.385], [-0.420, 0.095, 0.911], [-0.364, 0.283, 0.490], [0.054, 0.349, 0.245], [-0.432, -0.130, -0.657], [0.034, 0.534, -0.360], [0.056, -0.419, 0.065], [-1.144, 0.272, -0.872], [-0.529, -0.241, -0.285], [0.266, 0.168, -0.418], [0.030, 0.491, -0.216], [-0.386, -0.180, 0.335], [0.410, 0.079, -0.190], [0.579, -0.578, 1.014], [-1.473, 1.265, -2.091], [-0.481, 0.238, 0.489], [1.709, 1.105, -0.713], [-0.121, -1.015, 0.273], [-0.296, -1.121, 1.338], [-2.228, -0.338, -1.312], [1.328, 0.466, 0.535], [0.242, 0.893, 0.467], [0.090, -0.193, 1.296], [0.471, -0.208, 0.549], [0.417, 0.249, -0.447], [-0.271, -0.950, -0.527], [0.385, 0.386, 0.303], [-0.326, -0.075, 0.011], [0.465, 0.096, 0.211], [0.308, -0.586, -0.391], [0.668, 0.326, 0.515], [0.397, 0.283, -0.177], [0.178, 0.016, 0.622], [-0.305, -0.460, -0.131], [0.420, 0.036, -0.580], [-1.025, 0.587, -0.425], [-1.111, -0.322, -1.045], [0.119, 0.528, -0.286], [1.018, -0.531, -0.436], [-0.178, -0.042, 0.082], [-0.593, 0.109, 0.338], [-0.350, -0.047, 0.528], [-0.287, 0.031, 0.670], [0.730, -1.940, 0.431], [0.070, -0.415, 1.873], [0.888, 1.740, 0.983], [-1.463, -2.371, -0.585], [0.173, 0.971, -0.269], [0.351, -0.624, -0.845], [-1.138, 0.008, 0.317], [-0.688, -0.871, 1.041], [1.946, 0.396, -0.844], [-0.741, -0.809, -0.879], [0.074, -0.039, -0.162], [-0.381, 0.200, 0.113], [0.241, 0.033, -0.891], [0.203, 0.478, 0.001], [0.070, 1.510, -1.587], [-0.155, -0.659, -0.210], [0.451, -0.122, 1.133], [-1.298, 0.451, 0.354], [0.150, 0.314, -0.052], [-0.041, -0.168, 0.341], [0.347, 0.218, -0.922], [0.480, -0.332, 0.086], [-0.528, 0.244, -0.166], [-0.112, 0.255, 0.602], [-0.019, 0.091, -0.118], [-0.468, 0.250, 0.065], [0.019, 0.057, -0.276], [1.115, 0.898, -0.105], [-0.649, 1.439, 2.426], [0.229, 0.665, 3.233], [1.399, 2.460, -0.287], [-0.683, -0.481, -1.734], [1.708, -0.627, 1.110], [-0.020, -0.351, -0.166], [-0.880, 0.380, -0.984], [0.171, 0.768, 0.877], [-0.367, -0.404, 0.151], [-0.348, -1.301, -0.414], [-0.900, 0.448, 0.226], [-1.236, -0.449, -0.700], [0.943, -0.991, 0.192], [0.648, 0.189, -1.587], [-0.590, -0.124, -0.888], [-0.197, -0.764, -0.667], [0.206, -0.214, -0.579], [0.200, 0.179, 0.115], [0.129, 0.179, 0.524], [0.629, -0.223, 0.537], [-0.519, -0.757, -0.976], [-0.097, -0.369, 0.178], [-0.324, 0.014, -0.204], [-0.413, 0.444, 0.190], [0.429, 0.175, 0.107], [0.499, -0.451, -0.078], [0.321, 0.502, -0.182], [0.281, -0.361, -0.347], [-0.617, 0.178, -0.072], [0.150, -0.969, -0.902], [-0.632, -0.133, 1.470], [-0.326, -0.820, -1.746], [1.384, -1.817, -1.390], [-0.030, 0.442, -0.784], [-2.249, 0.981, 1.479], [1.994, 0.327, -0.034], [1.676, 0.095, 0.870], [0.488, 0.208, -0.710], [2.001, -0.651, -0.522], [-1.825, 0.640, 2.097], [0.325, 0.940, 1.017], [-1.450, 0.618, -0.103], [0.694, -1.032, 0.088], [0.631, 0.914, -0.663], [0.094, -0.063, 1.110], [0.220, 0.190, 0.259], [0.410, -0.025, 0.342], [-0.295, -0.091, -0.163], [-0.494, -0.183, 0.362], [-0.423, -0.373, 0.402], [-0.877, 0.262, -0.282], [0.147, 0.123, -0.778], [-0.365, 0.742, 0.406], [-0.949, 0.437, -0.789], [-0.561, -0.185, 0.254], [0.389, -0.329, -0.487], [-0.351, 0.647, -0.880], [0.189, -0.862, 0.203], [0.508, -0.190, 1.993], [-0.827, -0.984, 1.869], [-1.031, 1.015, 0.021], [1.298, -0.247, -1.268], [-0.888, 0.475, -0.771], [1.200, -0.014, 0.122], [-0.129, -0.820, -0.608], [-0.017, 0.323, -0.703], [0.695, -0.679, 0.173], [-0.905, 0.349, -1.096], [-1.008, -0.503, -0.098], [0.009, -0.164, -0.121], [-0.461, 0.390, -0.667], [0.254, -0.150, -0.962], [-0.002, 0.107, 0.163], [0.353, -0.970, -0.105], [0.126, -0.050, -0.203], [0.277, 0.223, 0.283], [-0.173, -0.487, 0.382], [0.267, 0.890, 0.014], [0.053, 0.263, -0.061], [-0.770, -0.081, 0.452], [-0.187, 0.208, -0.205], [-0.064, 0.262, -0.079], [0.113, 0.516, -0.062], [0.894, -0.205, 0.882], [0.239, 0.430, 0.109], [0.430, 0.039, 0.481], [-0.127, -0.186, -0.266], [-0.222, -0.529, 0.376], [3.177, 0.460, 0.570], [-2.216, -0.106, -0.079], [0.099, 1.918, -0.731], [-0.758, -0.979, 0.438], [-0.326, 1.115, 0.500], [0.344, -0.130, -1.496], [0.468, -0.660, 0.026], [-0.420, -0.064, -0.054], [-0.450, 0.144, -0.511], [0.499, -0.755, 0.755], [-0.336, 0.333, -0.254], [0.282, -0.305, 0.344], [-1.419, 0.116, -0.311], [1.144, -0.588, 0.398]],
  "mulliken_charge": [-1.114, 0.410, -1.177, 0.316, -0.980, 0.420, -0.712, -0.904, 0.769, -1.422, -0.903, 0.342, 0.337, 0.371, 0.320, 0.330, 0.448, 0.370, 0.262, 0.044, 0.219, 0.197, 0.389, 0.537, 0.381, 0.229, 0.539, 0.019, 0.090, -1.033, 0.431, -1.159, 1.286, -1.148, 0.246, -1.468, -0.395, 0.368, -1.473, -1.123, 0.246, 0.121, 0.426, 0.305, 0.310, 0.383, 0.268, 0.262, 0.698, 0.061, -0.135, 0.278, 0.220, 0.508, 0.582, 0.392, 0.344, 0.167, -0.989, 0.183, -1.139, -0.660, 0.278, 0.788, -0.838, -1.073, 0.527, -0.963, -1.120, 0.248, 0.227, 0.406, 0.454, 0.284, 0.160, 0.365, 0.280, 0.038, 0.510, 0.048, 0.234, 0.343, 0.045, 0.391, 0.255, 0.393, 0.336, -1.154, 0.183, -1.584, 0.253, -0.956, 1.094, -1.044, -1.284, 0.791, -2.682, -1.283, 0.359, 0.360, 0.406, 0.753, 0.467, 0.190, -0.081, 0.554, 0.121, 0.236, 0.417, 0.374, -0.048, 1.657, 0.703, 0.415, 0.274, 0.392, -0.831, 0.572, -1.059, -0.210, -0.564, 0.564, -0.995, -1.377, 0.389, -1.186, -0.838, 0.483, 0.202, 0.140, 0.234, 0.462, 0.271, 0.413, 0.037, 0.390, 0.274, 0.401, 0.496, 0.243, 0.360, 0.381, -0.026, 0.321, 0.331, -1.080, 0.776, -0.667, 0.100, -1.004, 0.335, -1.035, -0.700, 1.250, -0.560, -0.402, 0.216, 0.387, 0.286, -0.257, 0.251, 0.350, 0.287, 0.446, 0.247, 0.171, -0.009, 0.371, 0.158, -0.444, 0.322, -0.539, 0.074, 0.419, -1.186, 1.176, -0.393, 0.086, -0.980, 0.493, -1.233, -0.627, 0.719, -0.981, -1.074, -0.128, -0.118, 0.933, -0.620, 0.441, 0.369, 0.283, 0.352, 0.385, -0.164, 0.359, 0.318, 0.342, 0.215, 0.240, 0.280, 0.283, 0.359, -0.980, 0.517, -1.200, 0.268, -0.900, 1.213, -1.845, -1.092, 0.242, 0.008, -1.054, 0.422, 0.725, -0.362, 0.418, 0.270, 0.361, 0.462, 0.226, 0.437, 0.631, 0.457, -0.256, 0.319, -0.119, -0.147, 0.396, 0.253, 0.340, 0.641, 1.481, 0.257, -0.617, -0.916, 1.312, -1.399, 1.330, 1.434, 0.697, -0.152, -0.126, -0.311, -0.527, -0.100, -0.987, 0.323, 0.282, 0.145, 0.333, -0.443, -0.404, -0.796, -0.333, -0.287, -0.325, 0.106, -0.135, -0.297, -0.603, 1.182, -0.745, -0.945, -0.207, -0.078, -0.440, 0.407, 0.413, 0.400, -0.100, -0.174, 0.529, -0.170, 0.586]
}